[1]
Computed, not measured: 2 unconnected molecules or ions with the total composition C3H2Cl2N2, with wB97M-V/def2-TZVPD.

Each line ends with the Mulliken charge.
Cartesian coordinates (Å):
C (1.56916, 0.68866, -0.24133)  -0.438
C (1.60449, -0.71590, 0.03423)  0.436
C (0.25380, 1.09334, -0.15424)  -0.121
N (0.34314, -1.03184, 0.26788)  0.337
N (-0.43561, 0.05010, 0.19750)  -0.582
Cl (2.98246, -1.68062, -0.01209)  -0.161
Cl (-2.28350, -2.15480, -0.04811)  -0.100
H (-0.41443, 1.94380, 0.01436)  0.402
H (-0.05118, -1.91003, 0.39326)  0.228

Properties
Kohn-Sham gap (alpha / beta) ... 8.02 / 5.86 eV
Charge ... 0
Energy relative to the best compared isomer or geometry (same formula, charge and spin) ... 534.37 kJ/mol
LUMO (alpha / beta) ... -1.3550 / -3.7907 eV
Spin multiplicity ... 1

[2]
Computed, not measured: 2 unconnected molecules or ions with the total composition C2H4N2S3, with wB97M-V/def2-TZVPD.

Each line ends with the Mulliken spin population.
Cartesian coordinates (Å):
C (-2.61519, 0.27097, -0.92067)  0.320
C (-1.79191, 1.27991, -0.75688)  -0.113
N (-2.70288, -0.67978, -0.00678)  0.279
N (-1.02075, 2.17441, -0.54431)  0.236
S (-1.90020, -0.68416, 1.42690)  0.704
S (1.51954, 0.17837, 1.60284)  0.016
S (-0.03253, 3.33935, -0.30295)  0.581
H (-3.20345, 0.16362, -1.94184)  0.001
H (-3.48266, -1.32731, -0.29699)  -0.019
H (1.81948, 1.07615, 0.63045)  0.000
H (0.47431, -0.42039, 0.84022)  -0.005

Properties
Kohn-Sham gap (alpha / beta) ... 7.40 / 6.16 eV
Charge ... 0
Energy relative to the best compared isomer or geometry (same formula, charge and spin) ... 119.38 kJ/mol
LUMO (alpha / beta) ... 0.1346 / -2.6161 eV
⟨S²⟩ ... 2.02
Spin multiplicity ... 3

[3]
Computed, not measured: C3H7FO3 in the gas phase, with wB97M-V/def2-TZVPD.

Each line ends with the Mulliken charge.
Cartesian coordinates (Å):
C (-0.33065, 1.73122, 0.26996)  -0.807
O (0.47588, 0.78626, 0.88643)  -0.363
C (1.27451, 0.17766, -0.00735)  1.026
O (1.76381, 1.00311, -0.98065)  -0.523
F (2.24054, -0.37154, 0.73514)  -0.328
O (0.65520, -0.93860, -0.61550)  -0.399
C (-0.08218, -1.85280, 0.19261)  -0.826
H (-0.79872, 2.31370, 0.93372)  0.345
H (-0.98529, 1.26252, -0.49173)  0.294
H (0.20920, 2.45910, -0.37953)  0.277
H (2.58090, 0.67392, -1.34542)  0.315
H (-0.75711, -2.32116, -0.35802)  0.302
H (-0.49597, -1.38263, 1.06653)  0.345
H (0.62802, -2.46348, 0.62599)  0.339

Properties
Kohn-Sham gap ... 11.39 eV
Structure (SMILES) ... COC(O)(F)OC
Charge ... 0
Energy relative to the best compared isomer or geometry (same formula, charge and spin) ... 118.22 kJ/mol
LUMO ... 0.8703 eV
Spin multiplicity ... 1

[4]
Computed, not measured: 2 unconnected molecules or ions with the total composition C26H38N5O, with wB97M-V/def2-TZVPD.

Each line ends with the Mulliken charge.
Cartesian coordinates (Å):
C (2.79506, 4.22008, 3.10038)  -0.944
N (2.47112, 2.81954, 2.96516)  0.286
C (3.44140, 1.89776, 2.69244)  0.106
O (4.62856, 2.15390, 2.49969)  -0.671
C (2.77202, 0.52826, 2.66280)  0.185
C (3.26148, -0.40577, 3.77434)  -0.854
C (4.73880, -0.71553, 3.64049)  0.434
C (5.16358, -1.74287, 2.79292)  -0.281
C (6.53084, -1.99294, 2.62934)  -0.629
C (7.47318, -1.21143, 3.30782)  -0.482
C (7.04436, -0.18119, 4.15465)  -0.685
C (5.68135, 0.05916, 4.32523)  -0.256
N (1.35252, 0.87634, 2.77960)  0.570
C (0.40127, -0.07435, 2.70809)  0.410
C (-0.95787, 0.15609, 2.86535)  0.564
C (-1.93760, -0.83016, 2.73393)  -0.735
C (-3.34556, -0.59692, 2.89692)  0.597
C (-4.29554, -1.65766, 2.79403)  -0.682
C (-5.65047, -1.43410, 2.94515)  -0.432
C (-6.13692, -0.12938, 3.21796)  -0.023
N (-7.51532, 0.10824, 3.36178)  0.154
C (-8.10050, 0.35628, 4.66798)  -0.958
C (-8.27982, 0.71684, 2.28703)  -0.972
C (-5.21451, 0.93000, 3.33323)  -0.285
C (-3.86107, 0.70224, 3.17572)  -0.877
C (1.10907, 2.31015, 3.03403)  0.006
C (0.52928, 2.57566, 4.43175)  -1.498
C (0.24172, 2.97120, 1.95354)  -1.534
H (3.88435, 4.32859, 3.12253)  0.373
H (2.38966, 4.79574, 2.25688)  0.311
H (2.36601, 4.61533, 4.02896)  0.320
H (2.96556, 0.06774, 1.67764)  0.309
H (3.04931, 0.07174, 4.74814)  0.450
H (2.67220, -1.33045, 3.70462)  0.534
H (4.41682, -2.33921, 2.26091)  0.352
H (6.85488, -2.79514, 1.96669)  0.374
H (8.53975, -1.40123, 3.18028)  0.376
H (7.76581, 0.45109, 4.67179)  0.367
H (5.33688, 0.86306, 4.98024)  0.320
H (0.77020, -1.08494, 2.51436)  0.413
H (-1.27002, 1.16728, 3.12570)  -0.708
H (-1.60088, -1.85258, 2.54108)  0.681
H (-3.93661, -2.66914, 2.59897)  0.440
H (-6.38252, -2.23974, 2.86505)  0.457
H (-7.48672, -0.09980, 5.45270)  0.309
H (-8.20408, 1.43598, 4.87188)  0.332
H (-9.10543, -0.08848, 4.68986)  0.327
H (-7.79342, 0.53128, 1.32296)  0.309
H (-9.28518, 0.27316, 2.27758)  0.335
H (-8.39187, 1.80539, 2.43103)  0.336
H (-5.58941, 1.93419, 3.54677)  0.383
H (-3.17895, 1.54751, 3.27186)  0.284
H (1.19351, 2.15242, 5.19786)  0.326
H (0.43995, 3.65891, 4.58825)  0.490
H (-0.46103, 2.12882, 4.54727)  0.388
H (0.71174, 2.83486, 0.97133)  0.380
H (-0.75951, 2.53745, 1.92151)  0.408
H (0.14538, 4.04398, 2.16405)  0.464
C (-2.84673, -3.65957, -1.04759)  -0.828
N (-1.97844, -3.19251, 0.02263)  -0.021
N (-0.60683, -3.31954, -0.37087)  -0.447
C (-0.19802, -4.71344, -0.38868)  -0.798
H (-3.87149, -3.69118, -0.67265)  0.290
H (-2.80050, -2.99628, -1.92352)  0.329
H (-2.54848, -4.66313, -1.35351)  0.253
H (-2.15058, -2.20463, 0.21232)  0.192
H (-0.04606, -2.78443, 0.28981)  0.197
H (0.79349, -4.76180, -0.84352)  0.348
H (-0.14784, -5.14427, 0.62152)  0.270
H (-0.88957, -5.30413, -0.99059)  0.261

Properties
Kohn-Sham gap ... 5.27 eV
Charge ... +1
LUMO ... -4.8539 eV
Spin multiplicity ... 1

[5]
Computed, not measured: a molecular structure, C30H31AsN3OS4Zn, with wB97M-V/def2-TZVPD.

Each line ends with the Mulliken charge.
Cartesian coordinates (Å):
Zn (-0.41129, 0.82993, -0.58664)  -0.179
C (-3.78593, 1.65027, 0.88838)  -1.045
C (-4.16141, 0.58687, -0.13071)  -0.731
S (-2.77584, -0.56567, -0.50424)  0.104
C (-3.02121, -0.81191, -2.31525)  -0.562
C (-1.82660, -1.50049, -2.95148)  -1.073
S (-0.22269, -0.62396, -2.85164)  0.261
C (-0.20147, 0.52072, -4.27136)  -0.953
C (-1.08754, 1.74779, -4.15446)  -0.709
S (-0.81306, 2.67407, -2.58186)  0.038
C (-2.53271, 3.17534, -2.17733)  -0.291
C (-2.63065, 3.73032, -0.76831)  -1.137
S (-2.23430, 2.56441, 0.58935)  0.236
H (-3.60754, 1.20243, 1.86618)  0.363
H (-4.59189, 2.37867, 0.97686)  0.509
H (-4.48977, 1.03240, -1.06711)  0.380
H (-4.97242, -0.01858, 0.27647)  0.535
H (-3.21963, 0.15685, -2.77274)  0.032
H (-3.89665, -1.45299, -2.43863)  0.585
H (-2.01912, -1.70050, -4.00645)  0.560
H (-1.63435, -2.44444, -2.43801)  0.335
H (-0.44758, -0.04749, -5.16855)  0.537
H (0.84642, 0.81949, -4.31999)  0.314
H (-2.14304, 1.49259, -4.22656)  0.352
H (-0.83067, 2.43451, -4.96078)  0.562
H (-3.18935, 2.31779, -2.31554)  -0.066
H (-2.80286, 3.95429, -2.89140)  0.554
H (-3.63209, 4.11838, -0.58304)  0.505
H (-1.91202, 4.53982, -0.63308)  0.434
N (0.94873, 1.88045, 0.25147)  -0.293
C (0.79150, 2.45950, 1.27510)  0.511
C (0.52572, 3.06300, 2.43993)  -0.148
C (0.34329, 2.17391, 3.57446)  0.800
N (-0.72372, 1.79367, 4.18538)  -0.696
C (0.26385, 4.43492, 2.47131)  0.128
N (0.07036, 5.56671, 2.46001)  -0.608
O (0.16105, -0.92337, 0.01382)  0.516
As (1.54304, -1.38249, 0.82036)  0.594
C (1.41844, -3.32430, 0.75261)  0.303
C (1.69123, -4.11726, 1.85977)  -0.225
C (1.45044, -5.48078, 1.79877)  -0.677
C (0.93127, -6.04589, 0.64446)  -0.474
C (0.68490, -5.25703, -0.46865)  -0.791
C (0.92907, -3.89592, -0.41603)  -0.221
C (1.25029, -0.71173, 2.61193)  1.236
C (0.05458, -1.23462, 3.26057)  -0.755
C (-0.50223, -0.63033, 4.31100)  -1.497
C (-0.00628, 0.67533, 4.84862)  0.024
C (1.30900, 1.17002, 4.18772)  0.003
C (1.88225, 0.36562, 3.09356)  -0.926
C (3.04646, -0.59844, -0.15271)  0.404
C (2.95583, -0.67159, -1.53741)  -0.538
C (3.81061, 0.06705, -2.33561)  -0.773
C (4.76453, 0.88621, -1.75509)  -0.587
C (4.90544, 0.89986, -0.37873)  -0.815
C (4.05942, 0.15255, 0.42530)  -0.242
H (2.07226, -3.65854, 2.76728)  0.443
H (1.65896, -6.09859, 2.65819)  0.415
H (0.70446, -7.10082, 0.61743)  0.399
H (0.29554, -5.70290, -1.37280)  0.428
H (0.71575, -3.25868, -1.26946)  0.214
H (-0.36319, -2.15113, 2.84699)  0.472
H (-1.36742, -1.04310, 4.80626)  0.451
H (-0.06434, 0.71382, 5.93733)  0.542
H (2.05045, 1.59852, 4.86055)  0.512
H (2.76303, 0.77861, 2.62384)  -0.076
H (2.21194, -1.31681, -1.99128)  0.613
H (3.72851, 0.01287, -3.41059)  0.471
H (5.40174, 1.50195, -2.37229)  0.428
H (5.66946, 1.50775, 0.07907)  0.437
H (4.21104, 0.14105, 1.49548)  0.550

Properties
Kohn-Sham gap ... 7.86 eV
Charge ... +1
LUMO ... -2.2696 eV
Spin multiplicity ... 1

[6]
Computed, not measured: a molecular structure, C2H3Cl2N, with wB97M-V/def2-TZVPD.

Each line ends with the Mulliken charge.
Cartesian coordinates (Å):
C (-0.59884, -0.19662, -0.39157)  -0.335
C (0.83636, 0.06486, -0.18452)  0.333
N (-0.67237, -0.18181, 1.03232)  -0.562
Cl (1.41594, 1.70922, -0.01562)  -0.129
Cl (1.82647, -1.32371, -0.06669)  -0.118
H (-1.25051, 0.50763, -0.85352)  0.347
H (-0.54989, -1.27110, -0.79964)  0.226
H (-1.00717, 0.69152, 1.27923)  0.237

Properties
Kohn-Sham gap ... 9.27 eV
Charge ... 0
Energy relative to the best compared isomer or geometry (same formula, charge and spin) ... 236.74 kJ/mol
LUMO ... 0.3008 eV
Spin multiplicity ... 1

[7]
Computed, not measured: 11 unconnected molecules or ions with the total composition C25H42N8O9, with wB97M-V/def2-TZVPD.

Each line ends with the Mulliken charge.
Cartesian coordinates (Å):
C (-3.10710, -8.26596, 4.86858)  -0.683
O (-1.69473, -8.47283, 5.16001)  -0.282
C (-1.37065, -9.31603, 6.11655)  0.776
O (-2.13821, -10.06279, 6.71795)  -0.576
O (-0.03707, -9.28249, 6.21911)  -0.295
C (0.63496, -10.22623, 7.10930)  -0.637
H (-3.72701, -8.15690, 5.75848)  0.321
H (-3.61593, -9.00677, 4.25181)  0.291
H (-3.05952, -7.25323, 4.46832)  0.257
H (1.70202, -10.01462, 7.04063)  0.242
H (0.47367, -11.27932, 6.87890)  0.293
H (0.36095, -10.10681, 8.15751)  0.294
C (-2.05493, -0.93898, 1.93548)  -0.622
O (-0.79281, -0.32474, 2.06489)  -0.326
C (-0.32446, 0.56060, 1.14945)  0.838
O (-0.92006, 0.80888, 0.08881)  -0.598
O (0.84148, 1.09217, 1.56455)  -0.309
C (1.46545, 1.94111, 0.62584)  -0.620
H (-2.88961, -0.24722, 2.04890)  0.286
H (-2.08642, -1.78061, 2.62741)  0.225
H (-2.17104, -1.34956, 0.93246)  0.306
H (2.41830, 2.29543, 1.01909)  0.279
H (0.90909, 2.85418, 0.41400)  0.247
H (1.76990, 1.44365, -0.29499)  0.278
C (0.29570, 2.94136, -5.16389)  -0.694
O (1.70446, 3.25170, -5.01510)  -0.261
C (2.53989, 2.68298, -5.79714)  0.794
O (2.29753, 1.79499, -6.62703)  -0.603
O (3.77079, 3.11155, -5.45057)  -0.291
C (4.79563, 3.06402, -6.41604)  -0.719
H (-0.27148, 3.74943, -4.70190)  0.265
H (-0.01043, 2.06405, -4.59406)  0.302
H (-0.09315, 2.97219, -6.18171)  0.311
H (4.61604, 3.85966, -7.13911)  0.320
H (4.96114, 2.20351, -7.06430)  0.311
H (5.73545, 3.34479, -5.94064)  0.262
C (-1.24337, 6.35684, 2.01505)  -0.669
C (-1.57832, 6.50880, 0.62799)  0.289
N (-1.84041, 6.69381, -0.45109)  -0.351
H (-0.95101, 5.31492, 2.14550)  0.213
H (-2.08299, 6.63651, 2.65139)  0.267
H (-0.43331, 7.04763, 2.24895)  0.255
C (1.38691, -2.35999, -3.30925)  -0.632
C (2.47022, -2.31479, -2.36158)  0.305
N (3.37573, -2.30012, -1.63049)  -0.434
H (1.17814, -3.41985, -3.45489)  0.257
H (1.57338, -1.78679, -4.21741)  0.301
H (0.52777, -2.00479, -2.74020)  0.206
C (-5.69079, 0.48683, -2.42951)  -0.728
C (-5.25617, 0.66755, -3.81964)  0.372
N (-4.95325, 0.93892, -4.95560)  -0.418
H (-5.55760, -0.55242, -2.12896)  0.238
H (-6.71474, 0.83809, -2.30209)  0.277
H (-5.17181, 1.10066, -1.69333)  0.262
C (7.64622, 8.40148, 1.75743)  -0.753
C (6.30300, 7.84586, 1.91020)  0.322
N (5.25612, 7.34487, 2.00711)  -0.358
H (8.24802, 7.69526, 1.18544)  0.243
H (8.07881, 8.65359, 2.72563)  0.269
H (7.71515, 9.35041, 1.22557)  0.278
C (-3.53686, 0.79460, 8.07539)  -0.666
C (-3.51518, 1.45949, 6.75215)  0.276
N (-3.42871, 1.98473, 5.71850)  -0.363
H (-2.82131, -0.01193, 7.91545)  0.236
H (-4.54846, 0.49959, 8.35420)  0.261
H (-3.15565, 1.44639, 8.86149)  0.260
C (2.86781, 7.94656, -3.08560)  -0.758
C (4.01047, 8.77550, -2.84148)  0.351
N (4.95809, 9.39864, -2.61509)  -0.369
H (2.98368, 7.35877, -3.99619)  0.249
H (1.97302, 8.56833, -3.11482)  0.262
H (2.77408, 7.10341, -2.40119)  0.265
C (0.21695, -5.53553, 0.55601)  -0.605
C (1.02325, -6.38808, -0.33329)  0.289
N (1.72280, -6.99240, -1.05020)  -0.394
H (0.35586, -5.88336, 1.57964)  0.253
H (-0.83212, -5.69021, 0.30376)  0.256
H (0.50925, -4.49285, 0.43165)  0.201
C (-4.29633, -4.74144, -5.63404)  -0.660
C (-3.89032, -4.22388, -4.35718)  0.248
N (-3.47108, -3.90649, -3.34163)  -0.352
H (-4.04040, -3.94934, -6.33772)  0.256
H (-5.36146, -4.95858, -5.55376)  0.256
H (-3.71094, -5.65655, -5.72345)  0.256

Properties
Kohn-Sham gap ... 10.84 eV
Structure (SMILES) ... COC(=O)OC.COC(=O)OC.COC(=O)OC.CC#N.CC#N.CC#N.CC#N.CC#N.CC#N.CC#N.CC#N
Charge ... 0
Energy relative to the best compared isomer or geometry (same formula, charge and spin) ... 0.00 kJ/mol
LUMO ... 0.2188 eV
Spin multiplicity ... 1

[8]
Computed, not measured: 2 unconnected molecules or ions with the total composition C9H19BrIN3OS, with wB97M-V/def2-TZVPD.

Each line ends with the Mulliken charge.
Cartesian coordinates (Å):
C (-0.80911, 0.84356, -3.27368)  -0.959
C (0.72674, 0.83592, -3.32710)  -0.436
C (1.36334, 1.28531, -2.02845)  -0.669
O (1.03404, 0.35387, -0.99415)  -0.374
C (0.50295, 0.86057, 0.17601)  0.110
N (1.58927, 1.23177, 1.14063)  -0.327
C (1.15568, 0.64746, 2.32417)  -0.046
N (1.34386, 1.19473, 3.48172)  -0.183
S (2.33345, 2.55652, 3.83140)  -0.060
N (0.37847, -0.48303, 2.19183)  -0.217
C (-0.36401, -0.21171, 0.93469)  0.028
C (-0.63291, -1.48228, 0.14635)  -0.922
C (-1.74137, -2.30283, 0.80806)  -0.254
C (-3.13902, -1.80531, 0.44695)  -1.213
I (-1.52821, -4.35815, 0.22388)  0.066
H (-1.22808, -0.10061, -3.61950)  0.253
H (-1.17082, 0.99309, -2.25378)  0.197
H (-1.22956, 1.63676, -3.89119)  0.372
H (1.07866, 1.49847, -4.11980)  0.413
H (1.08954, -0.16646, -3.55721)  0.291
H (2.45150, 1.32345, -2.11852)  0.306
H (1.01689, 2.28732, -1.75029)  0.408
H (-0.11683, 1.74050, -0.02311)  0.471
H (2.40912, 0.65194, 0.88232)  0.179
H (0.93542, 0.70667, 4.27013)  0.318
H (2.14728, 3.06049, 2.60190)  0.178
H (1.11771, -1.20798, 2.04165)  0.234
H (-1.30005, 0.27683, 1.22070)  0.105
H (-0.94798, -1.20230, -0.85886)  0.411
H (0.29408, -2.04973, 0.06500)  0.457
H (-1.61274, -2.27664, 1.88793)  0.473
H (-3.88765, -2.58892, 0.52509)  0.418
H (-3.15839, -1.43242, -0.57906)  0.313
H (-3.43619, -0.99091, 1.11212)  0.334
Br (3.33496, -1.32593, 2.08218)  -0.675

Properties
Kohn-Sham gap ... 8.06 eV
Charge ... 0
LUMO ... -0.0841 eV
Spin multiplicity ... 1